{"formula": "C6H8N3S", "method": "ωB97M-V/def2-TZVPD", "orbital_gap_ev": [6.362, 6.691], "multiplicity": 3, "charge": 1, "lumo_ev": [-4.50, -6.77], "s2": 2.030, "elements": ["C", "C", "C", "C", "C", "C", "N", "N", "N", "S", "H", "H", "H", "H", "H", "H", "H", "H"], "positions_angstrom": [[-3.402, -1.399, 0.531], [-3.740, -0.067, 0.762], [-2.526, -1.994, -0.411], [-3.294, 1.060, 0.160], [-1.284, -1.741, -0.966], [-0.313, -0.919, -0.439], [0.196, 0.101, -0.126], [0.586, 1.132, 0.308], [3.094, 2.355, 0.055], [-2.877, 2.496, -0.312], [-4.024, -1.991, 1.086], [-4.511, -0.052, 1.603], [-2.905, -2.924, -0.730], [-0.936, -2.428, -1.790], [2.915, 3.258, 0.285], [1.458, 1.453, -0.081], [3.854, 2.010, 0.662], [3.640, 2.312, -0.813]]}

{"formula": "C6H8N4O2", "method": "ωB97M-V/def2-TZVPD", "orbital_gap_ev": 8.743, "charge": 0, "lumo_ev": 0.35, "smiles": "CNc1nc(N)nc(O)c1C=O", "elements": ["C", "C", "C", "C", "C", "C", "H", "H", "H", "H", "H", "H", "H", "H", "N", "N", "N", "N", "O", "O"], "positions_angstrom": [[-1.508, -1.169, -2.144], [-0.237, -0.507, -0.299], [1.217, 1.144, -0.498], [0.845, 0.736, 1.704], [0.170, -0.528, 1.189], [-0.645, -1.220, 2.133], [-0.691, -1.808, -2.530], [-1.434, 0.094, -2.537], [-2.518, -1.794, -2.473], [-1.915, -1.977, -0.057], [1.147, 2.209, -2.164], [2.324, 2.744, -0.859], [1.839, 1.615, 2.731], [-0.261, -1.301, 3.101], [-1.315, -1.295, -0.692], [0.209, 0.492, -1.028], [1.769, 2.007, -1.330], [1.515, 1.457, 0.852], [0.991, 1.089, 2.988], [-1.501, -1.989, 1.912]]}

{"formula": "C6H8N4O4", "method": "ωB97M-V/def2-TZVPD", "orbital_gap_ev": 9.358, "charge": 0, "lumo_ev": -0.04, "elements": ["C", "C", "C", "C", "C", "C", "N", "N", "N", "N", "O", "O", "O", "O", "H", "H", "H", "H", "H", "H", "H", "H"], "positions_angstrom": [[-2.647, -1.435, -0.297], [-3.719, -0.383, -0.040], [-1.808, 1.081, 0.611], [1.109, -1.031, 1.508], [1.328, 1.367, 0.473], [1.075, -0.086, 0.261], [-1.359, -1.110, -0.166], [-3.095, 0.787, 0.483], [-0.947, 0.069, 0.278], [1.248, -0.658, -0.880], [0.746, -2.255, 1.180], [-4.922, -0.453, -0.107], [-1.489, 2.087, 1.170], [1.592, -0.723, 2.565], [-2.885, -2.448, -0.608], [0.904, 1.715, -0.478], [0.922, 1.839, 1.430], [2.421, 1.474, 0.702], [-3.625, 1.491, 0.925], [0.020, -2.114, 0.532], [0.904, -1.587, -1.170], [1.168, -0.041, -1.677]]}

{"formula": "C6H8N4S", "method": "ωB97M-V/def2-TZVPD", "orbital_gap_ev": 8.272, "charge": 0, "lumo_ev": 0.07, "smiles": "CN(C)C(=S)c1ncncn1", "elements": ["C", "C", "C", "C", "C", "C", "N", "N", "N", "N", "S", "H", "H", "H", "H", "H", "H", "H", "H"], "positions_angstrom": [[1.430, 0.954, 2.761], [2.727, 0.138, 1.144], [0.523, -0.094, 0.949], [-0.735, -0.577, 0.277], [-0.414, 0.535, -1.941], [-2.370, -0.817, -1.490], [2.637, 0.718, 2.328], [0.318, 0.637, 2.060], [1.721, -0.278, 0.406], [-1.134, -0.236, -0.921], [-1.629, -1.709, 1.126], [1.435, 1.116, 3.789], [3.734, 0.276, 0.723], [0.591, 0.496, -1.759], [-0.591, 0.128, -2.900], [-0.599, 1.527, -1.784], [-2.040, -1.781, -1.856], [-3.055, -1.002, -0.711], [-2.549, -0.030, -2.201]]}

Relative energy (zero: lowest compared OMol25 entry of this formula, charge and spin) list, top to bottom, in kJ/mol: 71.81, 320.17, 1.21, 59.27